Computed, not measured: one molecule with the formula C6H9N, with the ωB97M-V functional and the def2-TZVPD basis.

Properties
LUMO level	1.07	eV
E_HOMO	-7.8037	eV
structure (SMILES)	Cc1cc[nH]c1C
net charge	0
orbital gap	8.87	eV

Last column: Löwdin charge in e.
CARTESIAN COORDINATES (ANGSTROEM)
C1 -1.320 1.485 -0.217  -0.03
C2 -0.107 0.655 0.080  -0.29
C3 0.074 -0.711 0.175  -0.26
C4 -0.990 -1.748 0.405  -0.05
C5 1.471 -0.959 -0.002  -0.06
C6 2.096 0.250 -0.156  -0.13
N1 1.136 1.221 -0.083  0.04
H1 -2.205 0.852 -0.331  0.07
H2 -1.152 1.993 -1.173  0.08
H3 -1.554 2.262 0.517  0.07
H4 -0.717 -2.710 -0.045  0.07
H5 -1.947 -1.437 -0.028  0.06
H6 -1.165 -1.932 1.474  0.08
H7 1.950 -1.927 -0.085  0.10
H8 3.129 0.496 -0.363  0.10
H9 1.302 2.210 -0.167  0.15


Computed, not measured: C6H9N as an isolated structure at a distorted geometry, with the ωB97M-V functional and the def2-TZVPD basis.

Properties
LUMO level	-0.08	eV
E_HOMO	-8.2181	eV
net charge	0
orbital gap	8.14	eV

Last column: Löwdin charge in e.
CARTESIAN COORDINATES (ANGSTROEM)
C1 -0.982 -0.327 1.488  -0.09
C2 -0.758 -1.043 0.185  -0.27
C3 -0.476 0.520 -1.087  0.03
C4 0.384 1.720 -0.843  -0.18
C5 0.477 -1.525 -0.242  -0.14
C6 1.693 -1.034 0.297  -0.27
N1 2.673 -0.554 0.696  0.14
H1 -0.086 0.230 1.768  0.07
H2 -1.807 0.365 1.320  0.08
H3 -1.246 -0.990 2.323  0.09
H4 -1.613 -1.634 -0.158  0.12
H5 -0.250 0.229 -2.128  0.05
H6 1.426 1.739 -1.221  0.08
H7 -0.276 2.312 -1.526  0.10
H8 0.337 2.242 0.118  0.07
H9 0.535 -2.326 -0.975  0.11


Computed, not measured: one molecule with the formula C6H9N at a distorted geometry, with the ωB97M-V functional and the def2-TZVPD basis.

Properties
LUMO level	1.03	eV
E_HOMO	-7.8335	eV
structure (SMILES)	CCc1cc[nH]c1
net charge	0
orbital gap	8.86	eV

Last column: Löwdin charge in e.
CARTESIAN COORDINATES (ANGSTROEM)
C1 -0.423 1.380 -1.771  -0.12
C2 0.248 1.438 -0.332  -0.24
C3 0.371 0.138 0.367  -0.26
C4 -0.445 -0.156 1.553  -0.04
N1 -0.012 -1.482 1.866  -0.06
C5 0.372 -2.179 0.699  -0.13
C6 0.782 -1.158 -0.148  -0.09
H1 -0.975 2.329 -2.165  0.09
H2 0.326 1.208 -2.565  0.06
H3 -1.225 0.638 -1.733  0.06
H4 1.297 1.683 -0.573  0.10
H5 -0.243 2.299 0.274  0.13
H6 -1.157 0.376 2.196  0.11
H7 -0.520 -1.928 2.718  0.17
H8 0.206 -3.325 0.668  0.13
H9 1.397 -1.261 -1.054  0.10


Computed, not measured: a 2-piece molecular cluster, C6H9N overall at a distorted geometry, with the ωB97M-V functional and the def2-TZVPD basis.

Properties
LUMO level	0.95	eV
E_HOMO	-8.4348	eV
net charge	0
orbital gap	9.39	eV

Last column: Löwdin charge in e.
CARTESIAN COORDINATES (ANGSTROEM)
C1 1.906 -0.449 1.496  -0.05
C2 0.498 -0.417 -1.457  -0.07
C3 -0.961 -1.225 -0.067  -0.11
C4 0.397 -0.659 0.028  -0.14
C5 -0.677 0.123 -0.619  -0.41
C6 -1.303 1.477 -0.569  -0.03
N1 1.543 -0.095 2.619  0.08
H1 2.871 -0.450 0.864  0.10
H2 1.085 0.457 -1.715  0.09
H3 0.270 -1.046 -2.277  0.08
H4 -1.457 -1.831 -0.811  0.09
H5 -1.732 -1.110 0.757  0.12
H6 -2.125 1.520 0.245  0.10
H7 -1.959 1.702 -1.499  0.11
H8 -0.546 2.114 -0.328  0.03
H9 2.188 -0.112 3.333  0.02


Computed, not measured: one molecule with the formula C6H9N, with the ωB97M-V functional and the def2-TZVPD basis.

Properties
LUMO level	1.05	eV
E_HOMO	-9.3791	eV
structure (SMILES)	CC#CC[C@H]1CN1
net charge	0
orbital gap	10.43	eV

Last column: Löwdin charge in e.
CARTESIAN COORDINATES (ANGSTROEM)
C1 2.762 0.643 2.092  -0.11
C2 1.777 0.137 1.134  -0.09
C3 0.977 -0.272 0.329  -0.04
C4 0.023 -0.794 -0.656  -0.17
C5 -1.394 -0.269 -0.502  -0.34
C6 -2.033 0.551 -1.555  -0.15
N1 -2.340 -0.873 -1.433  0.01
H1 2.615 1.712 2.275  0.07
H2 3.780 0.506 1.710  0.08
H3 2.691 0.122 3.052  0.07
H4 -0.021 -1.887 -0.594  0.12
H5 0.377 -0.559 -1.668  0.12
H6 -1.720 -0.098 0.524  0.14
H7 -1.456 0.817 -2.439  0.10
H8 -2.792 1.277 -1.271  0.10
H9 -3.247 -1.013 -0.998  0.09


Computed, not measured: one molecule with the formula C6H9N, with the ωB97M-V functional and the def2-TZVPD basis.

Properties
LUMO level	1.06	eV
E_HOMO	-7.8022	eV
structure (SMILES)	Cc1cc[nH]c1C
net charge	0
orbital gap	8.86	eV

Last column: Löwdin charge in e.
CARTESIAN COORDINATES (ANGSTROEM)
C1 -1.421 1.560 -0.227  -0.03
C2 -0.227 0.660 -0.058  -0.27
C3 0.002 -0.673 0.255  -0.24
C4 -0.798 -1.942 0.119  -0.06
C5 1.409 -0.825 0.396  -0.08
C6 2.010 0.354 0.079  -0.13
N1 1.013 1.250 -0.178  0.03
H1 -2.225 1.294 0.456  0.07
H2 -1.833 1.588 -1.238  0.07
H3 -1.129 2.584 0.026  0.07
H4 -0.066 -2.756 0.068  0.07
H5 -1.341 -1.963 -0.829  0.07
H6 -1.489 -2.192 0.923  0.07
H7 1.888 -1.746 0.694  0.10
H8 3.052 0.600 -0.045  0.10
H9 1.154 2.208 -0.443  0.15


Computed, not measured: one molecule with the formula C6H9N, with the ωB97M-V functional and the def2-TZVPD basis.

Properties
LUMO level	1.20	eV
E_HOMO	-8.6285	eV
structure (SMILES)	CN1[C@@H]2C=CC[C@@H]21
net charge	0
orbital gap	9.83	eV

Last column: Löwdin charge in e.
CARTESIAN COORDINATES (ANGSTROEM)
C1 -1.518 1.254 1.088  -0.09
N1 -0.600 0.638 0.170  -0.11
C2 0.367 -0.288 0.676  -0.27
C3 0.334 -1.556 -0.147  -0.14
C4 0.653 -1.030 -1.532  -0.08
C5 1.044 0.248 -1.530  -0.05
C6 0.810 0.854 -0.177  -0.20
H1 -1.093 1.799 1.946  0.08
H2 -2.212 1.895 0.538  0.08
H3 -2.102 0.411 1.479  0.09
H4 0.593 -0.281 1.742  0.14
H5 -0.670 -1.989 -0.071  0.11
H6 1.060 -2.316 0.171  0.11
H7 0.508 -1.631 -2.424  0.10
H8 1.395 0.792 -2.400  0.10
H9 1.418 1.671 0.214  0.14


Computed, not measured: one molecule with the formula C6H9N, with the ωB97M-V functional and the def2-TZVPD basis.

Properties
LUMO level	1.22	eV
E_HOMO	-9.3399	eV
structure (SMILES)	C/N=C/[C@@H]1C=CC1
net charge	0
orbital gap	10.56	eV

Last column: Löwdin charge in e.
CARTESIAN COORDINATES (ANGSTROEM)
C1 -1.609 2.141 0.081  -0.14
N1 -0.888 0.957 -0.323  -0.01
C2 0.348 0.892 -0.063  -0.17
C3 1.121 -0.375 -0.296  -0.28
C4 0.892 -1.413 0.867  -0.13
C5 0.193 -2.248 -0.182  -0.08
C6 0.434 -1.395 -1.177  -0.06
H1 -2.346 1.852 0.840  0.08
H2 -2.167 2.541 -0.771  0.07
H3 -0.969 2.934 0.501  0.07
H4 0.889 1.727 0.415  0.12
H5 2.177 -0.165 -0.509  0.13
H6 0.267 -1.035 1.685  0.10
H7 1.808 -1.845 1.284  0.10
H8 -0.340 -3.192 -0.118  0.09
H9 0.191 -1.375 -2.235  0.10


Computed, not measured: one molecule with the formula C6H9N at a distorted geometry, with the ωB97M-V functional and the def2-TZVPD basis.

Properties
LUMO level	1.07	eV
E_HOMO	-9.2450	eV
structure (SMILES)	CC#CC[C@H]1CN1
net charge	0
orbital gap	10.32	eV

Last column: Löwdin charge in e.
CARTESIAN COORDINATES (ANGSTROEM)
C1 2.610 0.814 1.869  -0.11
C2 1.685 0.147 0.946  -0.08
C3 0.945 -0.409 0.171  -0.04
C4 0.031 -1.073 -0.778  -0.18
C5 -1.400 -0.652 -0.483  -0.31
C6 -1.831 0.737 -1.005  -0.14
N1 -2.370 -0.495 -1.521  -0.02
H1 2.679 1.888 1.663  0.07
H2 3.618 0.395 1.778  0.07
H3 2.295 0.691 2.911  0.07
H4 0.205 -2.157 -0.740  0.11
H5 0.239 -0.737 -1.796  0.12
H6 -1.766 -1.089 0.470  0.15
H7 -1.402 1.312 -1.845  0.11
H8 -2.209 1.409 -0.236  0.09
H9 -3.328 -0.780 -1.404  0.10


Computed, not measured: one molecule with the formula C6H9N, with the ωB97M-V functional and the def2-TZVPD basis.

Properties
LUMO level	1.03	eV
E_HOMO	-9.5380	eV
structure (SMILES)	C#CC[C@]1(C)CN1
net charge	0
orbital gap	10.57	eV

Last column: Löwdin charge in e.
CARTESIAN COORDINATES (ANGSTROEM)
C1 -0.500 1.464 0.222  -0.03
C2 -0.548 -0.007 -0.104  -0.55
C3 0.423 -0.450 -1.191  -0.15
C4 1.786 -0.377 -0.654  -0.14
C5 2.829 -0.297 -0.058  0.11
C6 -0.866 -0.985 0.954  -0.12
N1 -1.837 -0.687 -0.108  0.05
H1 0.528 1.790 0.402  0.08
H2 -1.090 1.690 1.116  0.08
H3 -0.900 2.046 -0.616  0.09
H4 0.306 0.175 -2.082  0.12
H5 0.177 -1.469 -1.502  0.12
H6 3.731 -0.237 0.509  0.02
H7 -0.428 -1.980 0.908  0.11
H8 -1.048 -0.611 1.960  0.11
H9 -2.563 -0.065 0.244  0.09


Computed, not measured: one molecule with the formula C6H9N at a distorted geometry, with the ωB97M-V functional and the def2-TZVPD basis.

Properties
LUMO level	0.00	eV
E_HOMO	-8.5382	eV
net charge	0
orbital gap	8.54	eV

Last column: Löwdin charge in e.
CARTESIAN COORDINATES (ANGSTROEM)
C1 -1.732 0.840 -0.064  -0.08
C2 -0.389 1.236 0.523  -0.31
C3 0.151 0.264 1.480  0.10
C4 1.642 -0.247 -0.644  -0.06
C5 0.152 -0.620 -0.710  -0.35
C6 -0.033 -1.077 0.739  -0.22
N1 -0.548 0.677 -0.852  -0.03
H1 -2.369 1.671 -0.364  0.11
H2 -2.258 -0.010 0.364  0.11
H3 -0.157 2.296 0.590  0.12
H4 1.800 0.214 0.339  0.06
H5 1.935 0.474 -1.404  0.09
H6 2.283 -1.129 -0.644  0.09
H7 -0.133 -1.285 -1.539  0.14
H8 -1.000 -1.514 1.040  0.11
H9 0.732 -1.814 1.019  0.11


Computed, not measured: one molecule with the formula C6H9N, with the ωB97M-V functional and the def2-TZVPD basis.

Properties
LUMO level	-0.09	eV
E_HOMO	-8.8952	eV
net charge	0
orbital gap	8.80	eV

Last column: Löwdin charge in e.
CARTESIAN COORDINATES (ANGSTROEM)
C1 -0.279 1.982 -0.358  -0.04
C2 -0.254 0.487 -0.141  -0.52
C3 -1.254 -0.417 -0.751  -0.15
C4 -1.354 -0.098 0.712  0.17
C5 0.814 -1.366 1.149  -0.15
N1 1.414 -1.511 -0.156  0.04
C6 1.052 -0.179 0.279  -0.24
H1 0.194 2.498 0.484  0.08
H2 -1.317 2.329 -0.410  0.08
H3 0.224 2.276 -1.285  0.08
H4 -2.090 0.025 -1.292  0.11
H5 -1.002 -1.412 -1.118  0.10
H6 -0.261 -1.570 1.301  0.08
H7 1.402 -1.616 2.025  0.11
H8 0.811 -1.914 -0.867  0.08
H9 1.902 0.485 0.428  0.14


Computed, not measured: a 2-piece molecular cluster, C6H9N overall at a distorted geometry, with the ωB97M-V functional and the def2-TZVPD basis.

Properties
LUMO level	0.60	eV
E_HOMO	-8.9034	eV
structure (SMILES)	C=C=C=C.C1CN1
net charge	0
orbital gap	9.50	eV

Last column: Löwdin charge in e.
CARTESIAN COORDINATES (ANGSTROEM)
C1 2.146 0.808 1.107  -0.02
C2 2.220 -0.393 0.572  -0.13
C3 1.706 -1.380 -0.048  -0.11
C4 0.586 -1.777 -0.618  -0.01
C5 -0.999 0.085 0.261  -0.21
C6 -1.491 1.173 -0.590  -0.22
N1 -1.674 -0.186 -1.071  -0.02
H1 2.258 1.760 0.589  0.07
H2 2.245 0.911 2.172  0.05
H3 0.072 0.257 0.572  0.07
H4 0.058 -2.628 -0.229  0.07
H5 0.189 -1.468 -1.584  0.07
H6 -1.627 -0.176 1.103  0.10
H7 -0.729 1.732 -1.131  0.10
H8 -2.310 1.755 -0.199  0.10
H9 -2.650 -0.474 -0.905  0.10


Computed, not measured: C6H9N as an isolated structure at a distorted geometry, with the ωB97M-V functional and the def2-TZVPD basis.

Properties
LUMO level	0.71	eV
E_HOMO	-8.1133	eV
net charge	0
orbital gap	8.82	eV

Last column: Löwdin charge in e.
CARTESIAN COORDINATES (ANGSTROEM)
C1 -0.116 1.822 -0.808  -0.10
C2 -0.100 0.332 -1.179  -0.18
C3 0.207 -0.555 0.040  -0.41
C4 0.094 0.068 1.416  -0.29
N1 -1.029 0.516 1.856  0.06
C5 -0.160 -1.984 -0.065  -0.01
C6 1.121 -1.784 -0.162  0.04
H1 0.641 2.052 -0.055  0.07
H2 -0.122 2.520 -1.635  0.07
H3 -1.041 1.943 -0.234  0.06
H4 -1.078 0.024 -1.549  0.11
H5 0.663 0.121 -1.926  0.11
H6 1.012 0.455 1.903  0.12
H7 -0.873 -0.624 2.045  0.14
H8 -1.104 -2.453 0.129  0.11
H9 1.884 -2.452 0.224  0.10


Computed, not measured: one molecule with the formula C6H9N at a distorted geometry, with the ωB97M-V functional and the def2-TZVPD basis.

Properties
LUMO level	1.00	eV
E_HOMO	-7.8649	eV
structure (SMILES)	CC=C=CN1CC1
net charge	0
orbital gap	8.86	eV

Last column: Löwdin charge in e.
CARTESIAN COORDINATES (ANGSTROEM)
C1 -0.728 -2.975 0.055  -0.09
C2 -0.408 -1.716 -0.790  -0.11
C3 0.305 -0.668 -0.489  -0.10
C4 0.818 0.512 -0.768  -0.18
N1 0.128 1.722 -0.522  -0.10
C5 0.757 2.577 0.468  -0.15
C6 -0.490 1.837 0.784  -0.14
H1 -0.061 -3.818 -0.171  0.07
H2 -1.752 -3.354 -0.059  0.06
H3 -0.593 -2.769 1.134  0.08
H4 1.781 0.602 -1.257  0.12
H5 -0.321 -1.121 -1.799  0.15
H6 0.729 3.640 0.250  0.10
H7 1.683 2.207 0.907  0.11
H8 -0.408 0.969 1.438  0.10
H9 -1.443 2.357 0.819  0.10


Computed, not measured: one molecule with the formula C6H9N, with the ωB97M-V functional and the def2-TZVPD basis.

Properties
LUMO level	-0.13	eV
E_HOMO	-8.5312	eV
net charge	0
orbital gap	8.40	eV

Last column: Löwdin charge in e.
CARTESIAN COORDINATES (ANGSTROEM)
C1 0.052 1.666 -0.852  -0.05
C2 -0.409 0.252 -0.613  -0.36
C3 -1.668 -0.152 -0.759  0.06
C4 0.630 0.082 2.081  0.14
C5 1.216 -0.886 1.227  -0.36
N1 0.494 -1.933 0.435  0.07
C6 0.686 -0.699 -0.229  -0.25
H1 0.531 2.064 0.052  0.08
H2 -0.784 2.315 -1.128  0.08
H3 0.797 1.703 -1.656  0.09
H4 -2.450 0.541 -1.060  0.07
H5 -1.972 -1.185 -0.593  0.07
H6 -0.469 -0.005 1.963  0.01
H7 2.285 -1.078 1.276  0.11
H8 -0.464 -1.994 0.780  0.09
H9 1.526 -0.690 -0.925  0.15


Computed, not measured: one molecule with the formula C6H9N, with the ωB97M-V functional and the def2-TZVPD basis.

Properties
LUMO level	0.96	eV
E_HOMO	-9.4515	eV
structure (SMILES)	CC1=N[C@H](C)C=C1
net charge	0
orbital gap	10.41	eV

Last column: Löwdin charge in e.
CARTESIAN COORDINATES (ANGSTROEM)
C1 -2.492 -0.502 0.183  -0.04
C2 -1.085 -0.032 -0.032  -0.36
C3 -0.550 1.260 0.449  -0.02
C4 0.731 1.306 0.067  -0.04
C5 1.035 0.023 -0.658  -0.41
C6 2.165 -0.788 -0.023  -0.06
N1 -0.210 -0.737 -0.658  0.11
H1 -2.562 -1.080 1.112  0.08
H2 -3.190 0.338 0.261  0.07
H3 -2.798 -1.151 -0.640  0.08
H4 -1.113 2.008 0.997  0.10
H5 1.448 2.101 0.240  0.11
H6 2.278 -1.744 -0.543  0.07
H7 3.113 -0.242 -0.076  0.07
H8 1.938 -0.992 1.028  0.08
H9 1.292 0.231 -1.707  0.15


Computed, not measured: one molecule with the formula C6H9N, with the ωB97M-V functional and the def2-TZVPD basis.

Properties
LUMO level	1.15	eV
E_HOMO	-9.7777	eV
structure (SMILES)	C[C@@H]1N=C[C@H]2C[C@@H]12
net charge	0
orbital gap	10.92	eV

Last column: Löwdin charge in e.
CARTESIAN COORDINATES (ANGSTROEM)
C1 1.576 1.181 0.517  -0.06
C2 0.992 -0.180 0.142  -0.37
C3 -0.388 -0.350 0.765  -0.21
C4 -1.321 -1.375 0.201  -0.07
C5 -0.449 0.109 -1.529  -0.14
C6 -1.341 0.036 -0.338  -0.20
N1 0.786 -0.128 -1.319  0.08
H1 2.494 1.369 -0.047  0.08
H2 1.780 1.274 1.588  0.08
H3 1.686 -0.991 0.395  0.14
H4 -0.544 -0.020 1.789  0.14
H5 -0.930 -2.142 -0.463  0.11
H6 -2.163 -1.685 0.811  0.10
H7 -0.823 0.269 -2.540  0.11
H8 0.846 1.948 0.234  0.08
H9 -2.200 0.685 -0.205  0.13


Computed, not measured: C6H9N as an isolated structure at a distorted geometry, with the ωB97M-V functional and the def2-TZVPD basis.

Properties
LUMO level	1.05	eV
E_HOMO	-8.6897	eV
net charge	0
orbital gap	9.74	eV

Last column: Löwdin charge in e.
CARTESIAN COORDINATES (ANGSTROEM)
C1 1.075 0.574 0.642  -0.11
C2 0.449 -0.809 0.524  -0.30
C3 0.855 -0.801 -0.830  -0.13
C4 0.376 0.731 -0.735  -0.19
C5 -1.043 0.856 -0.350  -0.13
C6 -0.875 -0.161 0.631  -0.44
H1 2.118 0.555 0.594  0.09
H2 0.729 1.141 1.544  0.14
H3 0.498 -1.666 1.126  0.13
H4 0.248 -1.689 -1.410  0.15
H5 1.918 -0.817 -1.316  0.14
H6 0.894 1.527 -1.367  0.15
H7 -1.370 1.738 -0.051  0.10
H8 -2.922 -0.352 -0.277  0.16
H9 -1.132 -0.360 1.580  0.13
N1 -1.816 -0.468 -0.304  0.10


Computed, not measured: one molecule with the formula C6H9N at a distorted geometry, with the ωB97M-V functional and the def2-TZVPD basis.

Properties
LUMO level	1.06	eV
E_HOMO	-9.3903	eV
structure (SMILES)	CC#CC[C@H]1CN1
net charge	0
orbital gap	10.45	eV

Last column: Löwdin charge in e.
CARTESIAN COORDINATES (ANGSTROEM)
C1 2.787 0.530 2.163  -0.11
C2 1.765 0.129 1.195  -0.09
C3 0.957 -0.216 0.370  -0.04
C4 0.026 -0.653 -0.674  -0.16
C5 -1.431 -0.226 -0.434  -0.33
C6 -2.059 0.398 -1.598  -0.17
N1 -2.371 -1.019 -1.206  0.03
H1 2.715 1.595 2.403  0.07
H2 3.786 0.346 1.754  0.08
H3 2.698 -0.036 3.096  0.07
H4 0.097 -1.735 -0.816  0.12
H5 0.353 -0.200 -1.620  0.11
H6 -1.641 0.185 0.553  0.14
H7 -1.541 0.496 -2.536  0.10
H8 -2.804 1.163 -1.357  0.11
H9 -3.338 -0.757 -1.294  0.08